The following is a DFT calculation (wB97M-V/def2-TZVPD) of a structure of composition C7H10O at a distorted geometry.

Cartesian coordinates (Å):
C -1.8711 0.9696 0.7888
C -1.1142 -0.0094 1.1592
C 1.5711 0.5081 0.1918
C 0.8823 -1.9848 0.6150
C 0.3573 -1.5897 -0.8101
C 0.5609 -0.5201 0.2456
C 1.3587 1.6696 -0.9051
O 2.6046 0.5044 0.8111
H -2.9677 1.1883 1.0925
H -1.2437 1.6196 0.1103
H -1.2978 -0.8107 1.8927
H 0.0721 -2.4360 1.1716
H 1.8731 -2.4975 0.7137
H 1.1649 -1.5752 -1.6081
H -0.5739 -1.9121 -1.2566
H 0.5876 1.3461 -1.4501
H 2.3285 1.7178 -1.4475
H 1.1282 2.5847 -0.3628

Values from the calculation:
**Spin multiplicity**: 1
**Gap between HOMO and LUMO**: 0.3808 hartree

Mulliken population analysis, charges in e, atoms 1 to 8:
1 C -0.375
2 C -0.327
3 C 0.442
4 C -0.789
5 C -0.510
6 C 0.614
7 C -1.224
8 O -0.561